{"formula": "C6H4O", "method": "wB97M-V/def2-TZVPD", "e_lumo_ev": -0.3, "homo_energy_ev": -10.2431, "total_charge": 0, "de_lowest_kcal_mol": 52.8, "fmax_ha_per_bohr": 0.011, "species": ["C", "C", "C", "O", "C", "C", "C", "H", "H", "H", "H"], "coordinates": [[3.066, -0.917, 0.623], [2.229, -0.068, 0.787], [1.189, 0.944, 0.972], [1.357, 1.932, 1.651], [-0.053, 0.632, 0.284], [-1.073, 0.272, -0.253], [-2.309, -0.176, -0.890], [3.803, -1.674, 0.457], [-2.458, 0.332, -1.847], [-3.172, 0.041, -0.252], [-2.283, -1.254, -1.077]], "atomic_forces_ev_per_a": [[-0.221, 0.194, -0.021], [0.291, -0.244, -0.033], [0.024, 0.124, 0.110], [-0.067, -0.308, -0.253], [-0.507, -0.203, -0.206], [0.443, 0.131, 0.228], [-0.055, -0.004, -0.006], [-0.145, 0.187, 0.079], [0.057, -0.034, 0.138], [0.137, -0.003, -0.076], [0.042, 0.159, 0.040]]}

***

{"formula": "C6H4O", "method": "wB97M-V/def2-TZVPD", "e_lumo_ev": -1.0, "homo_energy_ev": -10.5789, "total_charge": 0, "de_lowest_kcal_mol": 93.9, "fmax_ha_per_bohr": 0.014, "species": ["C", "C", "C", "C", "O", "C", "C", "H", "H", "H", "H"], "coordinates": [[0.013, 0.746, -2.333], [-0.138, 0.133, -1.017], [-0.263, -0.374, 0.072], [-0.432, -0.954, 1.391], [-1.161, -1.895, 1.613], [1.363, 0.511, 2.312], [0.354, -0.304, 2.486], [-0.967, 0.913, -2.790], [0.589, 0.089, -2.992], [0.533, 1.706, -2.259], [0.107, -0.570, 3.516]], "atomic_forces_ev_per_a": [[0.004, 0.022, -0.028], [-0.030, -0.202, 0.492], [0.021, 0.176, -0.521], [-0.225, -0.220, -0.057], [0.292, 0.403, -0.075], [-0.563, -0.403, 0.101], [0.435, 0.318, -0.062], [0.131, -0.039, 0.080], [-0.079, 0.077, 0.104], [-0.070, -0.146, 0.010], [0.083, 0.015, -0.044]]}

***

{"formula": "C6H4O4", "method": "wB97M-V/def2-TZVPD", "e_lumo_ev": -1.0, "homo_energy_ev": -9.7132, "total_charge": 0, "de_lowest_kcal_mol": 62.4, "fmax_ha_per_bohr": 0.193, "species": ["O", "C", "O", "C", "C", "C", "C", "O", "O", "C", "H", "H", "H", "H"], "coordinates": [[2.171, -0.131, 2.007], [0.912, 0.014, 1.713], [-0.071, 0.157, 2.632], [0.384, -0.095, 0.515], [-1.048, -0.042, 0.215], [-1.408, -0.031, -1.073], [-0.496, 0.078, -2.279], [-0.935, -0.323, -3.474], [0.804, 0.274, -1.952], [1.218, 0.083, -0.620], [0.460, 0.084, 3.397], [-1.769, 0.021, 0.933], [-2.593, -0.075, -1.234], [2.369, -0.015, -0.781]], "atomic_forces_ev_per_a": [[-5.244, 0.946, -0.639], [6.595, -1.253, 6.236], [0.691, 0.130, -0.794], [-1.100, 1.127, -9.811], [2.796, 0.023, -2.365], [-3.163, 0.630, -1.486], [-4.284, -4.170, -3.586], [3.183, 3.116, 6.357], [-0.179, -0.459, 1.261], [0.988, -0.610, -0.728], [0.509, 0.049, 2.396], [-1.562, -0.203, 1.986], [3.042, 0.200, -0.255], [-2.272, 0.476, 1.428]]}

***

{"formula": "C6H4S2", "method": "wB97M-V/def2-TZVPD", "e_lumo_ev": -0.5, "homo_energy_ev": -8.9642, "total_charge": 0, "de_lowest_kcal_mol": 17.2, "fmax_ha_per_bohr": 0.024, "species": ["C", "C", "C", "C", "C", "C", "S", "S", "H", "H", "H", "H"], "coordinates": [[-1.484, 2.225, 0.079], [-0.870, 1.213, -0.145], [-0.109, -0.009, -0.445], [-0.863, -1.226, -0.124], [-1.472, -2.228, 0.100], [1.251, -0.003, 0.297], [1.379, 0.009, 1.906], [2.576, -0.006, -0.841], [-2.021, 3.141, 0.320], [0.085, -0.012, -1.529], [-2.036, -3.131, 0.316], [3.564, 0.026, 0.068]], "atomic_forces_ev_per_a": [[0.106, -0.047, 0.078], [-0.423, 0.738, 0.187], [0.016, 0.070, -0.188], [0.179, 0.284, -0.117], [-0.640, -1.008, 0.259], [0.139, 0.050, 0.184], [-0.024, -0.005, -0.244], [-0.138, 0.011, 0.062], [0.430, -0.796, -0.245], [-0.024, -0.033, 0.196], [0.484, 0.752, -0.178], [-0.104, -0.016, 0.005]]}

***

{"formula": "C6H52NO24S", "method": "wB97M-V/def2-TZVPD", "e_lumo_ev": 1.8, "homo_energy_ev": -4.6212, "total_charge": -1, "de_lowest_kcal_mol": 19.9, "fmax_ha_per_bohr": 0.208, "species": ["C", "O", "C", "C", "N", "H", "H", "C", "C", "O", "C", "H", "H", "H", "H", "H", "H", "H", "H", "H", "H", "H", "H", "H", "H", "S", "O", "O", "O", "O", "O", "H", "H", "O", "H", "H", "O", "H", "H", "O", "H", "H", "O", "H", "H", "O", "H", "H", "O", "H", "H", "O", "H", "H", "O", "H", "H", "O", "H", "H", "O", "H", "H", "O", "H", "H", "O", "H", "H", "O", "H", "H", "O", "H", "H", "O", "H", "H", "O", "H", "H", "O", "H", "H"], "coordinates": [[2.688, 3.654, 2.476], [2.645, 2.536, 1.746], [1.329, 2.293, 1.105], [1.425, 0.816, 0.790], [0.418, 0.252, -0.170], [-0.345, 0.635, 0.356], [0.167, 0.862, -0.923], [0.343, -1.167, -0.480], [-1.053, -1.584, -0.951], [-1.108, -3.030, -1.203], [-2.203, -3.534, -1.614], [3.683, 3.694, 2.976], [2.079, 3.928, 3.230], [2.477, 4.558, 1.697], [0.869, 2.791, 0.430], [0.461, 2.115, 1.868], [1.584, 0.010, 1.608], [2.456, 0.829, 0.391], [0.571, -1.712, 0.608], [1.069, -1.314, -1.392], [-1.220, -0.955, -1.739], [-1.778, -1.083, -0.208], [-2.081, -4.539, -1.698], [-2.685, -3.370, -2.447], [-3.086, -3.552, -0.946], [-2.910, 2.168, -0.384], [-2.864, 3.468, 0.268], [-1.890, 1.315, 0.247], [-4.213, 1.656, -0.161], [-2.581, 2.346, -1.820], [-0.240, 1.462, -2.469], [-1.119, 2.003, -2.349], [0.246, 2.235, -2.849], [4.369, -1.737, 0.180], [4.448, -1.451, 1.077], [3.484, -2.255, -0.096], [0.957, -3.054, 3.244], [0.365, -3.493, 2.524], [0.387, -3.270, 3.866], [0.020, -4.313, 0.997], [-0.295, -4.100, 0.097], [-0.290, -5.186, 1.015], [2.517, -3.771, -0.096], [2.238, -3.765, -1.013], [1.770, -4.157, 0.402], [-3.893, -1.644, 1.879], [-3.541, -2.533, 2.104], [-3.273, -0.965, 2.033], [-4.676, -5.372, -1.396], [-4.258, -6.155, -1.741], [-5.346, -5.393, -2.093], [1.674, 5.220, 5.470], [1.905, 4.583, 6.169], [1.494, 5.841, 6.140], [4.559, 2.151, -0.458], [5.459, 1.699, -0.052], [4.462, 3.042, -0.413], [1.242, 4.873, -2.129], [1.931, 5.612, -1.863], [0.522, 4.929, -1.614], [0.738, 7.379, 1.912], [1.570, 7.001, 1.574], [0.140, 6.685, 1.575], [-3.071, -3.148, -5.203], [-2.204, -3.291, -5.232], [-3.078, -2.719, -6.131], [-1.724, 0.314, 2.554], [-1.978, 0.805, 1.781], [-2.346, 0.599, 3.316], [0.081, -0.372, -4.688], [-0.443, 0.241, -5.281], [0.158, -0.075, -3.785], [3.002, 0.376, -2.109], [2.617, 1.137, -2.661], [3.555, 0.745, -1.509], [0.229, 0.598, 4.784], [-0.386, 0.526, 4.164], [0.151, 1.575, 4.795], [1.647, -3.749, -2.987], [2.238, -3.083, -3.063], [2.109, -4.602, -2.985], [-4.908, -0.876, -0.657], [-4.914, 0.072, -0.561], [-4.582, -1.247, 0.201]], "atomic_forces_ev_per_a": [[2.962, 4.028, -2.888], [-2.974, -2.125, -1.866], [0.346, -6.468, 8.520], [4.240, -2.653, -1.341], [0.558, 1.286, 2.314], [-2.566, -0.833, 0.627], [0.769, 0.704, -2.253], [1.692, -2.287, 1.136], [-0.151, 0.217, 3.237], [5.829, 5.245, 2.187], [-5.238, -2.786, 3.208], [-0.258, 0.310, -0.844], [-3.131, -0.342, 2.629], [1.068, -1.128, 1.668], [-1.677, 4.377, -5.124], [1.466, 1.758, -0.172], [-1.057, 1.908, -0.621], [-0.447, -0.804, -0.686], [0.022, 1.028, -3.208], [-0.800, -0.216, 2.320], [-0.855, 0.741, -3.130], [0.398, -1.836, -0.605], [0.884, -3.512, -0.211], [-1.558, 2.497, -5.275], [0.420, 0.745, 0.705], [-0.013, 4.033, -0.252], [0.929, 1.219, 0.487], [1.663, -1.826, 0.579], [-2.619, -2.007, -0.128], [0.535, -0.622, -0.822], [0.102, 2.442, -0.907], [-0.617, -1.345, 0.742], [0.198, -1.081, 0.325], [-1.626, -1.145, -2.597], [-0.839, -0.215, 0.814], [2.653, 1.486, 2.093], [1.782, -0.077, -6.305], [2.094, 1.289, 0.609], [-3.720, -0.986, 5.880], [0.208, 0.906, -0.911], [-0.126, 1.298, -0.126], [-0.542, -2.329, 0.828], [0.123, -0.313, 0.225], [-0.419, -0.058, -0.372], [0.275, 0.426, -0.091], [-1.616, -2.501, -0.062], [0.019, 1.337, -0.197], [1.798, 1.042, 0.433], [-0.655, -0.441, -0.816], [1.195, -0.714, 0.477], [-0.603, 1.071, 0.317], [0.600, -1.631, 0.504], [0.296, -1.058, -1.054], [-0.875, 2.646, 0.530], [3.340, -6.766, 0.635], [-3.622, 2.653, -1.495], [0.385, 4.012, 0.775], [6.578, 1.607, -2.466], [-2.571, -2.340, -0.655], [-4.111, 0.628, 3.129], [0.288, -1.126, -0.830], [-0.082, 0.536, 0.429], [-0.245, 0.557, 0.431], [-5.075, 2.062, -3.046], [6.065, -1.350, 0.944], [-0.961, -0.722, 2.136], [-1.020, -0.757, 4.244], [-0.583, 1.334, -1.828], [1.420, -0.547, -2.117], [-0.366, -0.209, -2.283], [0.923, -0.817, 1.931], [-0.630, 1.026, 0.255], [-3.935, -0.475, -4.554], [1.001, -1.740, 1.400], [2.820, 2.072, 2.969], [3.630, 2.354, 4.048], [-4.356, -1.950, -4.928], [0.835, -0.406, 0.746], [-3.053, -3.874, 0.724], [3.187, 3.292, -0.625], [0.029, 0.593, -0.197], [-0.016, -2.069, 0.428], [0.434, 1.016, 0.260], [-0.447, 0.709, -0.993]]}

***

{"formula": "C6H59N4O23", "method": "wB97M-V/def2-TZVPD", "e_lumo_ev": -5.7, "homo_energy_ev": -12.0351, "total_charge": 1, "fmax_ha_per_bohr": 0.118, "species": ["N", "C", "C", "N", "C", "N", "C", "C", "C", "N", "H", "H", "H", "H", "H", "H", "H", "H", "H", "H", "H", "H", "H", "O", "H", "H", "O", "H", "H", "O", "H", "H", "O", "H", "H", "O", "H", "H", "O", "H", "H", "O", "H", "H", "O", "H", "H", "O", "H", "H", "O", "H", "H", "O", "H", "H", "O", "H", "H", "O", "H", "H", "O", "H", "H", "O", "H", "H", "O", "H", "H", "O", "H", "H", "O", "H", "H", "O", "H", "H", "O", "H", "H", "O", "H", "H", "O", "H", "H", "O", "H", "H"], "coordinates": [[-2.766, 0.809, 0.546], [-1.516, 0.844, -0.077], [-1.344, 0.840, -1.726], [-1.537, 2.253, -2.314], [-0.633, 3.221, -1.930], [-0.958, 4.362, -0.947], [-0.250, 4.038, 0.350], [1.295, 3.510, 0.183], [1.612, 2.723, -1.220], [0.830, 3.210, -2.421], [-2.621, 0.820, 1.599], [-0.574, 0.915, 0.652], [-2.132, 0.089, -2.156], [-0.235, 0.462, -1.950], [-2.310, 2.383, -3.004], [-2.012, 4.298, -0.854], [-0.914, 3.329, 1.045], [-0.183, 5.064, 0.956], [2.032, 4.419, 0.406], [1.492, 2.731, 1.065], [2.763, 2.904, -1.473], [1.498, 1.543, -1.150], [0.910, 2.568, -3.245], [4.811, 3.345, -2.556], [3.953, 3.314, -3.004], [5.100, 4.263, -2.666], [-4.455, -2.200, 1.339], [-5.313, -2.230, 0.890], [-4.166, -1.281, 1.229], [-6.091, 1.788, 0.738], [-5.194, 1.423, 0.691], [-6.163, 2.115, 1.647], [-0.462, -1.034, -4.110], [-0.531, -0.082, -3.941], [0.486, -1.217, -4.035], [1.661, 6.456, 0.811], [0.976, 6.395, 0.128], [1.926, 7.388, 0.794], [-0.559, 4.243, -5.269], [-0.779, 3.726, -4.480], [-0.815, 3.667, -6.005], [-1.863, -2.559, -0.059], [-1.516, -3.464, -0.034], [-2.713, -2.622, 0.402], [0.842, -2.592, 1.492], [-0.016, -2.622, 1.043], [1.131, -1.673, 1.382], [-2.497, -1.958, -6.611], [-1.784, -1.977, -7.267], [-2.040, -1.795, -5.772], [1.560, -3.446, 4.124], [1.330, -3.394, 3.184], [0.812, -3.025, 4.572], [-4.473, -5.297, 0.320], [-4.352, -4.976, -0.586], [-4.242, -4.534, 0.872], [3.633, 0.604, -2.250], [4.350, 1.059, -1.783], [3.842, -0.336, -2.138], [-7.848, 2.548, 3.101], [-8.610, 2.755, 3.663], [-8.105, 1.730, 2.650], [2.711, -6.084, 3.624], [2.642, -5.132, 3.793], [3.660, -6.267, 3.699], [-2.683, 6.341, -3.699], [-2.309, 6.317, -4.593], [-1.963, 6.019, -3.136], [-7.297, -3.139, 0.385], [-8.059, -2.932, 0.946], [-7.554, -3.958, -0.066], [3.516, -1.659, 2.042], [4.360, -1.294, 2.347], [3.207, -2.192, 2.790], [5.222, -6.785, 5.508], [5.568, -7.689, 5.533], [4.371, -6.847, 5.969], [6.623, -8.869, 3.383], [5.938, -8.930, 2.701], [6.887, -7.937, 3.367], [2.518, 6.524, 3.872], [2.288, 6.576, 2.932], [1.769, 6.945, 4.321], [-2.455, -5.487, 2.694], [-2.675, -6.004, 3.484], [-2.711, -6.063, 1.958], [5.058, 1.640, 0.441], [5.902, 2.005, 0.746], [4.749, 1.107, 1.188], [5.117, -1.900, -3.580], [5.490, -1.925, -4.474], [5.837, -2.222, -3.017]], "atomic_forces_ev_per_a": [[5.628, 0.108, -2.161], [-3.703, 0.234, 2.677], [0.920, -0.954, 1.288], [0.006, -0.208, -0.589], [2.721, 2.489, 0.555], [-0.320, -4.654, -3.096], [0.771, 1.022, 2.794], [-0.073, -0.379, 0.548], [3.098, -0.416, 1.017], [-5.362, -1.250, 2.533], [0.111, 0.021, -1.549], [-1.722, -0.240, -2.083], [1.529, 1.694, 0.643], [-2.563, 0.706, 0.516], [0.555, 0.246, 1.473], [1.523, 0.135, 0.269], [1.450, 1.337, -1.835], [-0.286, -2.412, -1.269], [-1.662, -2.168, -0.940], [-0.443, 1.693, -1.999], [-2.608, -0.492, 0.790], [0.196, 2.568, 0.066], [-0.090, 0.438, 1.130], [-0.372, 0.383, -0.119], [0.448, -0.068, -0.092], [0.016, -0.292, 0.065], [0.241, 0.358, -0.289], [-0.182, -0.252, 0.049], [-0.140, -0.192, 0.062], [0.429, -0.125, 0.346], [-0.217, 0.069, -0.134], [-0.133, 0.114, -0.207], [0.224, 0.443, 0.096], [0.030, -0.426, -0.277], [-0.221, -0.124, -0.097], [-0.130, 0.590, -0.203], [0.254, 0.152, 0.137], [0.024, -0.187, -0.033], [-0.134, -0.481, 0.239], [0.040, 0.260, -0.436], [0.056, 0.244, 0.067], [0.415, -0.282, 0.050], [-0.224, 0.123, -0.170], [-0.182, 0.046, 0.134], [-0.233, 0.433, -0.249], [-0.023, 0.014, 0.185], [0.225, -0.391, 0.085], [0.428, 0.164, 0.061], [-0.299, -0.040, 0.202], [-0.044, -0.102, -0.195], [0.017, 0.355, 0.021], [-0.286, 0.042, -0.117], [0.332, -0.263, -0.098], [0.278, 0.332, -0.254], [-0.078, -0.177, 0.267], [-0.167, -0.136, 0.066], [-0.074, -0.193, 0.241], [-0.053, 0.020, 0.001], [0.049, 0.216, -0.308], [-0.312, -0.349, 0.018], [0.329, 0.020, -0.164], [0.016, 0.255, 0.084], [0.489, 0.166, -0.043], [-0.244, -0.241, 0.158], [-0.216, -0.056, 0.084], [0.376, -0.365, 0.056], [-0.089, 0.002, 0.215], [-0.169, 0.306, -0.230], [-0.347, -0.089, 0.068], [0.295, -0.019, -0.171], [0.245, 0.223, 0.148], [0.278, 0.270, 0.270], [-0.280, -0.237, -0.092], [-0.037, 0.020, -0.061], [-0.223, -0.298, 0.104], [-0.039, 0.189, -0.122], [0.223, 0.085, -0.160], [-0.184, 0.372, -0.185], [0.210, -0.033, 0.253], [-0.054, -0.291, 0.008], [-0.411, 0.195, -0.210], [0.038, -0.157, 0.284], [0.313, -0.140, -0.071], [-0.170, -0.326, -0.007], [0.127, 0.229, -0.249], [-0.014, 0.166, 0.140], [0.101, -0.107, 0.386], [-0.250, -0.050, -0.193], [0.044, 0.139, -0.288], [0.397, -0.137, -0.014], [-0.183, 0.059, 0.292], [-0.251, 0.057, -0.181]]}